1.
DFT (ωB97M-V/def2-TZVPD) results for a molecular structure, C2H2FLiO in a non-equilibrium geometry.

```
7
Properties=species:S:1:pos:R:3:forces:R:3:mulliken_charge:R:1
C 0.3882 -1.6870 0.2934 -0.1 0.1 0.0 -0.90
C -0.2949 -0.7501 -0.3210 1.2 -0.2 0.0 1.00
O -0.7345 0.0026 -1.1148 -0.6 -0.1 -0.2 -0.65
H 0.3405 -2.7089 -0.0823 0.0 0.4 0.1 0.28
H 1.0589 -1.4021 1.1021 -0.6 -0.1 -0.1 0.27
F -0.2797 0.9294 1.2368 0.2 0.5 -0.8 -0.88
Li -0.4443 1.7359 -0.3193 -0.1 -0.5 1.0 0.88
```
Forces are in eV/Å.

Output
E_HOMO   -9.10 eV
Maximum force   1.21 eV Å⁻¹
Electronic energy   -7076.551 eV
Frontier orbital gap   8.77 eV
Energy above the lowest of the compared OMol25 structures with the same formula, charge and spin   2.4 kcal/mol
Total charge   0

=====

2.
DFT (ωB97M-V/def2-TZVPD) results for a molecular structure, CuH21O11 in a non-equilibrium geometry.

```
33
Properties=species:S:1:pos:R:3:forces:R:3:mulliken_charge:R:1
Cu -1.1414 1.7044 -1.6921 1.6 -0.5 2.3 0.05
O -0.7503 0.3761 -0.2777 -0.9 1.5 -1.8 0.68
H 0.0488 -0.1448 -0.3623 0.6 -0.2 -0.5 0.05
O -2.3956 -1.7306 -0.6127 0.3 0.4 0.2 -0.65
H -1.9043 -0.8860 -0.5491 -0.5 -0.6 -0.2 0.19
H -2.3344 -1.9708 -1.5352 -0.3 -0.3 -0.5 0.33
O 0.1086 1.3493 2.0267 0.0 0.6 0.5 -0.64
H -0.2161 0.9850 1.2057 0.0 0.2 -0.3 0.10
H 0.6231 0.6497 2.4265 0.2 -0.1 0.4 0.35
O -0.7877 -1.5310 1.8544 2.2 -0.2 1.2 -0.65
H -1.0003 -0.8353 1.2762 -1.0 1.0 -0.8 0.39
H -1.5141 -2.1043 1.9809 -1.4 -0.9 -0.1 0.27
O -3.2106 0.8436 1.2233 0.8 -0.8 -2.1 -0.66
H -3.1101 1.2761 2.0583 0.6 0.2 0.8 0.33
H -2.3362 0.5202 0.8634 -1.5 0.9 1.3 0.28
O 0.4884 -2.4301 -1.2799 0.8 -0.5 -0.3 -0.69
H -0.3806 -2.2066 -0.9744 -0.9 0.0 0.4 0.40
H 0.9868 -1.6233 -1.4238 0.0 0.3 -0.5 0.41
O 0.7279 1.9782 -2.3933 -1.8 0.5 0.7 -0.47
H 1.3715 1.3464 -2.0382 0.7 -1.1 0.3 0.44
H 1.0690 2.3643 -3.1825 0.3 0.5 -1.0 0.35
O 2.8668 0.0412 0.7844 1.4 0.3 0.1 -0.69
H 3.7437 -0.2309 1.1496 -0.8 0.5 -0.6 0.31
H 2.3057 -0.6394 1.1577 -0.4 -1.1 0.5 0.34
O -1.4287 3.2898 -0.2336 0.8 -0.5 -1.1 -0.44
H -2.3315 3.4158 -0.0244 -1.7 0.2 0.5 0.33
H -0.9456 3.8027 0.4239 0.5 -0.2 0.0 0.30
O 2.0436 -0.1294 -1.6897 0.6 0.0 -0.8 -0.86
H 2.4315 -0.1666 -0.7760 0.6 0.3 0.2 0.44
H 2.7649 -0.3310 -2.3306 -0.7 0.0 0.8 0.32
O 1.7272 -2.4433 1.2370 -0.5 1.3 0.5 -0.78
H 1.6358 -2.4969 0.2887 0.2 -0.8 -0.8 0.45
H 0.8446 -2.0423 1.4187 0.2 -0.8 0.7 0.43
```
Forces are in eV/Å.

Output
E_HOMO (spin up / spin down)   -13.89 / -13.89 eV
Maximum force   2.81 eV Å⁻¹
Electronic energy   -67495.050 eV
Frontier orbital gap (spin up / spin down)   8.14 / 5.54 eV
Total charge   +1
2S+1   2

=====

3.
DFT (ωB97M-V/def2-TZVPD) results for a molecular structure, C6H12O in a non-equilibrium geometry.

```
19
Properties=species:S:1:pos:R:3:forces:R:3:mulliken_charge:R:1
C 1.8984 1.2889 1.2052 -0.3 0.4 0.0 -1.12
C 0.9433 1.0896 0.0623 -0.3 -0.4 -0.2 -0.14
C -0.8592 -0.1007 -2.2487 -0.2 0.5 0.3 -0.70
O -0.5816 -1.1414 -1.3660 0.0 -0.2 0.0 -0.38
C -0.9912 -0.7342 -0.1290 0.0 0.3 0.4 0.57
C -0.5082 -1.7212 0.9146 0.0 0.0 0.1 -1.38
C -0.3665 0.7271 0.1762 0.5 -0.9 1.3 -0.63
H 2.7363 0.5898 1.0374 -0.3 0.2 0.1 0.28
H 1.4273 1.0188 2.1580 0.1 0.2 -0.2 0.31
H 2.3321 2.2903 1.2598 0.0 0.0 0.1 0.36
H 1.3889 1.0958 -0.9316 0.1 -0.5 0.0 0.34
H -1.9252 -0.0846 -2.5279 0.1 0.1 0.1 0.23
H -0.2822 -0.3577 -3.1639 -0.1 1.1 0.5 0.17
H -2.0880 -0.6097 -0.1002 0.2 0.0 0.1 0.28
H -0.9531 -2.7038 0.7303 0.0 0.1 0.0 0.38
H -0.7880 -1.3938 1.9184 0.0 0.0 -0.1 0.37
H 0.5815 -1.8140 0.8616 -0.2 0.0 0.0 0.31
H -0.8717 1.0565 1.0797 0.2 -0.1 0.5 0.42
H -0.7632 0.8838 -1.2222 0.1 -0.8 -3.1 0.33
```
Forces are in eV/Å.

Output
E_HOMO   -7.91 eV
Maximum force   3.21 eV Å⁻¹
Electronic energy   -8459.777 eV
Frontier orbital gap   8.35 eV
Energy above the lowest of the compared OMol25 structures with the same formula, charge and spin   105.5 kcal/mol
Total charge   0

=====

4.
DFT (ωB97M-V/def2-TZVPD) results for 2 unconnected molecules or ions with the total composition C3H8OS in a non-equilibrium geometry.

```
13
Properties=species:S:1:pos:R:3:forces:R:3:mulliken_charge:R:1
C 0.0341 1.4252 0.4167 0.6 -0.3 2.4 -0.35
O 0.3793 2.4771 1.5932 -0.3 0.6 -0.4 -0.84
C -0.5195 2.1635 -0.6289 -1.5 0.3 -2.2 -0.61
C 0.7188 -2.9754 -0.6274 -0.5 -1.5 1.5 -0.48
S -0.8412 -3.0788 0.0624 -1.6 0.8 -0.3 -0.14
H 1.0128 1.0728 0.1337 0.6 -0.3 0.1 0.03
H -0.4685 0.5686 1.0409 0.3 1.6 -1.2 -0.03
H 0.1076 3.3027 1.0781 0.5 -1.6 0.8 0.48
H 0.1661 2.4814 -1.4609 -1.1 -0.3 0.7 0.16
H -1.6219 2.3365 -0.6596 1.0 0.0 -0.3 0.19
H 1.3199 -3.5887 0.0130 1.1 -1.2 -0.9 0.26
H 1.0375 -2.0187 -0.4374 0.8 2.7 -0.4 0.23
H -1.3250 -4.1662 -0.5237 0.1 -0.6 0.0 0.10
```
Forces are in eV/Å.

Output
E_HOMO (spin up / spin down)   -1.18 / -1.17 eV
Maximum force   2.80 eV Å⁻¹
Electronic energy   -16118.689 eV
Frontier orbital gap (spin up / spin down)   4.09 / 2.88 eV
Energy above the lowest of the compared OMol25 structures with the same formula, charge and spin   71.3 kcal/mol
Total charge   -1
2S+1   2